[1]
The following is a DFT calculation (ωB97M-V with the def2-TZVPD basis set) of C24H21AsBr2F6N7NbO4S as an isolated structure at a distorted geometry.

Geometry as ORCA input:
```
! RIJCOSX wB97M-V def2-TZVPD def2/J DEFGRID3
* xyz 3 2
Nb -17.91 4.48 0.04
Br -19.70 9.14 0.13
Br -14.38 10.63 -0.49
As -14.60 6.86 -4.72
S -20.16 2.86 -0.51
F -14.12 7.96 -5.98
F -16.05 7.76 -4.47
F -15.01 5.64 -3.49
F -14.68 5.53 -5.86
F -13.36 7.39 -3.69
F -18.04 4.81 -1.94
O -18.43 6.39 0.46
O -20.58 2.52 -1.85
O -17.70 5.86 7.17
O -20.20 4.21 0.18
N -18.53 2.55 -0.32
N -16.44 2.50 -1.13
N -17.78 5.23 4.45
N -17.73 4.24 2.23
N -15.99 5.48 0.22
N -17.92 0.90 -1.90
N -21.45 -1.03 3.75
C -15.45 2.09 -1.93
C -21.20 -0.10 2.76
C -17.21 4.63 6.79
C -17.82 8.68 0.34
C -18.82 6.30 6.31
C -17.67 1.89 -1.14
C -16.20 6.87 0.04
C -16.78 4.55 5.29
C -21.24 0.46 0.39
C -14.70 5.00 0.18
C -13.89 7.23 -0.34
C -20.56 2.18 2.13
C -20.65 1.17 3.04
C -20.79 1.75 0.75
C -15.20 7.81 -0.28
C -17.50 7.34 0.24
C -17.97 4.77 3.25
C -16.83 0.30 -2.49
C -15.58 0.88 -2.57
C -16.86 9.61 -0.07
C -21.46 -0.46 1.43
C -18.31 6.52 4.92
C -13.68 5.87 -0.05
C -15.56 9.18 -0.29
H -13.11 7.87 -0.69
H -19.63 5.54 6.49
H -17.54 7.29 5.00
H -21.65 -1.44 1.09
H -20.35 3.18 2.41
H -17.10 -0.70 -2.91
H -14.70 2.85 -2.00
H -17.03 10.69 0.08
H -21.24 0.17 -0.64
H -16.60 3.47 5.00
H -14.70 0.36 -2.96
H -17.83 3.74 7.05
H -16.28 4.48 7.36
H -15.78 5.06 5.22
H -21.64 -0.69 4.68
H -12.68 5.49 -0.11
H -19.14 6.72 4.23
H -18.95 7.27 6.79
H -22.03 -1.87 3.51
H -14.57 4.00 0.43
H -20.18 1.30 4.09
*
```

Calculated values
Energy above the lowest of the compared OMol25 structures with the same formula, charge and spin ... 54.5 kcal/mol
Max |F| ... 4.6 eV Å⁻¹
Energy ... -273436.987 eV
Kohn-Sham gap (alpha / beta) ... 5.275 / 3.587 eV
LUMO level (alpha / beta) ... -10.4493 / -12.1268 eV
Highest occupied orbital energy (alpha / beta) ... -15.724 / -15.714 eV

=====

[2]
The following is a DFT calculation (ωB97M-V with the def2-TZVPD basis set) of C24H21AsClCrF6N7O7S as an isolated structure.

Geometry as ORCA input:
```
! RIJCOSX wB97M-V def2-TZVPD def2/J DEFGRID3
* xyz 0 3
As -0.63 3.75 -2.95
Cr 0.20 1.13 -0.96
Cl -0.05 -1.70 -2.68
S 0.34 -1.39 1.46
F -1.90 4.30 -3.94
F 0.49 3.71 -4.23
F -0.11 5.30 -2.49
F 0.70 3.03 -1.91
F -1.66 3.66 -1.57
F -1.01 2.07 -3.25
O 1.77 -1.36 1.33
O -0.41 2.20 0.49
O -0.07 -2.00 -4.07
O 1.25 -1.96 -2.11
O -0.27 -0.90 2.67
O -0.31 -0.20 -2.59
O -1.09 -2.36 -1.97
N 1.82 1.39 0.34
N -1.57 -6.81 0.20
N -2.56 -1.07 0.57
N -0.26 -0.47 0.18
N 1.54 1.88 1.57
N 1.98 0.82 -2.05
N -1.84 0.70 -0.79
C -1.61 3.50 5.15
C 0.30 2.24 1.59
C -0.20 -3.02 1.16
C -1.35 -3.50 1.76
C -0.34 2.72 2.82
C -3.07 1.00 -1.17
C -3.80 -0.77 0.20
C -1.61 -0.33 0.03
C -1.66 3.15 2.78
C 0.52 -3.80 0.25
C -4.12 0.25 -0.68
C -1.80 -4.76 1.45
C 4.20 -0.15 -3.32
C 0.06 -5.06 -0.06
C 3.10 0.25 -4.05
C -0.29 3.06 5.20
C -1.12 -5.55 0.52
C 0.35 2.67 4.03
C 2.96 0.87 0.07
C 2.00 0.74 -3.38
C 4.06 0.68 1.05
C -2.29 3.54 3.95
C 4.20 0.01 -1.94
C 3.08 0.52 -1.34
H 3.08 0.18 -5.13
H -3.32 3.88 3.92
H 4.22 -0.40 1.17
H 5.07 -0.56 -3.82
H -3.20 1.84 -1.85
H 1.42 -3.40 -0.20
H -2.52 -7.04 0.43
H 1.37 2.31 4.04
H -5.14 0.47 -0.97
H 3.77 1.09 2.01
H -1.21 -7.24 -0.63
H -1.88 -2.87 2.47
H -2.18 3.18 1.83
H 5.06 -0.24 -1.34
H -2.10 3.79 6.07
H 4.98 1.15 0.69
H 0.61 -5.67 -0.77
H -2.70 -5.15 1.92
H -4.58 -1.39 0.63
H 1.11 1.06 -3.90
H 0.24 3.02 6.14
*
```

Calculated values
Energy above the lowest of the compared OMol25 structures with the same formula, charge and spin ... 6.9 kcal/mol
Max |F| ... 0.8 eV Å⁻¹
Energy ... -178911.415 eV
Kohn-Sham gap (alpha / beta) ... 5.596 / 6.499 eV
LUMO level (alpha / beta) ... -2.7077 / -1.8170 eV
Highest occupied orbital energy (alpha / beta) ... -8.304 / -8.316 eV

=====

[3]
The following is a DFT calculation (ωB97M-V with the def2-TZVPD basis set) of C24H21BrN4O4Os as an isolated structure.

Geometry as ORCA input:
```
! RIJCOSX wB97M-V def2-TZVPD def2/J DEFGRID3
* xyz 2 5
Os -0.66 -0.61 -0.40
Br -7.68 -0.65 2.70
O 1.39 -0.78 3.26
O -0.91 1.18 3.31
O -2.54 -1.04 0.90
O -2.52 -0.58 -1.21
N -1.07 1.42 -0.21
N -0.61 -2.64 -0.59
N -0.03 -0.09 1.56
N 1.52 -0.92 -0.25
C 4.11 -1.79 0.12
C -1.94 3.46 -1.04
C -5.35 -0.70 1.09
C -0.75 0.94 2.16
C -4.67 -0.61 -0.13
C -0.57 -5.81 -1.88
C 1.10 -0.68 2.11
C 2.01 -1.10 0.99
C -2.14 3.91 0.25
C -5.34 -0.38 -1.33
C -1.25 1.86 1.06
C -0.65 -5.25 -0.45
C -1.42 2.20 -1.25
C -6.73 -0.55 1.09
C 2.30 -1.18 -1.31
C -1.97 -5.65 0.23
C 3.30 -1.54 1.21
C -6.72 -0.25 -1.31
C 3.61 -1.60 -1.16
C -1.80 3.09 1.32
C -0.63 -3.79 -0.54
C 0.57 -5.68 0.39
C -3.23 -0.76 -0.11
C -7.41 -0.32 -0.11
H -4.79 -0.33 -2.26
H -1.43 -5.50 -2.48
H 0.35 -5.51 -2.38
H -1.28 1.79 -2.24
H 1.50 -5.41 -0.10
H -1.98 -6.73 0.32
H -2.04 -5.22 1.23
H 5.13 -2.13 0.26
H 0.53 -6.76 0.49
H -8.49 -0.21 -0.09
H -7.26 -0.08 -2.23
H -2.56 4.89 0.43
H -0.58 -6.90 -1.81
H -1.92 3.39 2.35
H 4.22 -1.77 -2.04
H -2.19 4.08 -1.90
H 1.87 -1.03 -2.29
H -4.82 -0.87 2.01
H 3.64 -1.65 2.23
H 0.54 -5.24 1.39
H -2.83 -5.34 -0.36
*
```

Calculated values
Energy above the lowest of the compared OMol25 structures with the same formula, charge and spin ... 1.5 kcal/mol
Max |F| ... 0.8 eV Å⁻¹
Energy ... -111872.857 eV
Kohn-Sham gap (alpha / beta) ... 7.304 / 4.553 eV
LUMO level (alpha / beta) ... -6.5745 / -9.3181 eV
Highest occupied orbital energy (alpha / beta) ... -13.878 / -13.871 eV

=====

[4]
The following is a DFT calculation (ωB97M-V with the def2-TZVPD basis set) of C24H21Cl2CuN5O6 as an isolated structure.

Geometry as ORCA input:
```
! RIJCOSX wB97M-V def2-TZVPD def2/J DEFGRID3
* xyz 0 2
Cu -0.14 1.42 0.80
Cl -6.76 3.40 -1.16
Cl 5.94 3.63 3.48
O -0.97 2.39 2.75
O -1.16 5.15 -1.53
O 0.17 -0.83 3.25
O -1.08 2.23 -0.80
O 0.93 1.17 5.27
O 0.86 2.92 -0.07
N 1.43 0.52 1.74
N 3.33 -0.37 2.20
N 2.45 -1.06 2.97
N -3.28 -0.88 3.26
N -1.27 0.05 1.56
C -0.34 1.69 4.94
C -4.37 4.12 -0.11
C -3.05 4.53 -0.23
C 4.43 2.96 4.03
C -4.53 4.10 -2.52
C -0.12 3.05 -0.87
C 1.31 -0.48 2.66
C 3.26 1.28 5.31
C -1.01 0.00 2.94
C 2.04 2.94 4.02
C -2.14 -0.57 3.75
C 4.44 1.86 4.89
C 3.24 0.10 6.24
C 3.24 3.51 3.60
C -0.74 1.44 3.49
C -3.51 -0.69 1.92
C 2.72 0.57 1.48
C -2.51 -0.25 1.12
C -3.21 4.51 -2.64
C -0.16 4.19 -1.86
C -2.48 4.70 -1.47
C -2.59 4.73 -4.00
C 2.05 1.83 4.85
C -5.09 3.91 -1.27
H -0.31 3.78 -2.86
H -4.82 3.97 0.85
H -1.90 5.57 -3.98
H -3.36 4.93 -4.74
H -2.45 4.69 0.66
H 4.25 -0.13 6.57
H -2.04 3.84 -4.33
H 1.11 3.37 3.67
H -5.13 3.94 -3.41
H -2.66 -0.14 0.05
H -4.49 -0.94 1.54
H 3.24 4.36 2.94
H 3.21 1.26 0.82
H -1.96 -0.74 4.81
H 5.39 1.46 5.23
H 0.78 4.73 -1.82
H 4.31 -0.59 2.24
H -1.05 1.19 5.60
H 2.83 -0.77 5.74
H -0.39 2.77 5.12
H 2.62 0.30 7.11
*
```

Calculated values
Energy above the lowest of the compared OMol25 structures with the same formula, charge and spin ... 53.0 kcal/mol
Max |F| ... 0.5 eV Å⁻¹
Energy ... -114648.265 eV
Kohn-Sham gap (alpha / beta) ... 7.700 / 6.942 eV
LUMO level (alpha / beta) ... -0.0405 / -0.7732 eV
Highest occupied orbital energy (alpha / beta) ... -7.741 / -7.715 eV

=====

[5]
The following is a DFT calculation (ωB97M-V with the def2-TZVPD basis set) of one molecule with the formula C24H21Cl2N3O5S at a distorted geometry.

Geometry as ORCA input:
```
! RIJCOSX wB97M-V def2-TZVPD def2/J DEFGRID3
* xyz 0 1
Cl -0.24 -0.62 -4.29
Cl -2.26 3.95 -2.16
S 0.91 -2.80 -0.41
O 1.93 -3.75 -0.73
O -3.33 3.29 1.86
O -0.41 -3.02 -0.93
O -0.36 2.20 0.41
O 0.74 3.53 -1.03
N -3.13 2.02 0.02
N -2.43 0.14 -1.13
N 0.82 -2.70 1.23
C -1.81 -0.84 3.82
C 0.53 2.44 -0.56
C 1.21 1.20 -1.01
C -2.49 1.46 -1.09
C -1.39 -1.59 1.56
C -1.25 1.64 -3.16
C -0.17 -2.07 1.98
C 0.84 -0.05 -0.49
C -1.17 3.28 0.85
C -1.98 2.24 -2.13
C -0.58 -1.35 4.24
C -2.64 2.88 0.96
C -2.21 -0.97 2.51
C 3.16 -1.98 1.60
C -1.16 0.25 -3.12
C 2.03 -2.90 2.05
C -1.80 -0.46 -2.11
C 1.58 -2.61 3.49
C 1.44 -1.18 -0.99
C 2.78 0.13 -2.48
C 2.18 1.28 -2.00
C 0.23 -1.96 3.32
C -0.63 2.48 -4.23
C 2.41 -1.11 -1.98
H 3.53 0.19 -3.25
H 3.45 -2.22 0.58
H -0.27 -1.26 5.27
H 2.28 -1.95 4.00
H 4.02 -2.12 2.25
H -0.05 1.86 -4.91
H 1.48 -3.52 4.08
H -1.77 -1.54 -2.08
H -1.72 -1.70 0.54
H -3.99 1.56 0.30
H 2.34 -3.94 1.92
H -1.05 4.14 0.18
H -0.84 3.58 1.85
H -2.45 -0.35 4.53
H 0.09 -0.11 0.28
H 0.01 3.23 -3.77
H 2.85 -0.94 1.65
H -1.40 3.00 -4.79
H 2.44 2.25 -2.39
H 2.85 -2.03 -2.34
H -3.16 -0.59 2.19
*
```

Calculated values
Max |F| ... 1.2 eV Å⁻¹
Energy ... -75818.144 eV
Kohn-Sham gap ... 8.236 eV
LUMO level ... -0.1593 eV
Highest occupied orbital energy ... -8.395 eV
SMILES ... Cc1c(Cl)cnc(NC(=O)COC(=O)c2cccc(S(=O)(=O)N3c4ccccc4C[C@@H]3C)c2)c1Cl

=====

[6]
The following is a DFT calculation (ωB97M-V with the def2-TZVPD basis set) of C24H21ClEuN2P as an isolated structure at a distorted geometry.

Geometry as ORCA input:
```
! RIJCOSX wB97M-V def2-TZVPD def2/J DEFGRID3
* xyz 2 7
Eu -1.54 1.00 1.34
Cl -2.52 -1.32 1.96
P 0.15 -0.35 -0.94
N 0.37 1.78 3.02
N -3.90 2.86 4.85
C -0.93 1.65 -4.19
C 0.99 0.94 3.87
C -1.98 -4.20 -1.62
C -2.13 -1.93 -0.87
C -2.87 2.32 4.68
C -1.58 1.75 4.49
C 2.47 -1.34 0.27
C -0.29 0.78 -3.31
C -0.98 0.79 5.32
C 0.01 -2.87 -1.66
C -1.15 2.12 -1.38
C 1.93 -0.52 -0.76
C -1.72 2.68 -3.65
C 4.63 -0.82 -0.69
C 2.71 0.24 -1.66
C -2.74 -3.15 -1.10
C -0.41 1.04 -1.93
C -1.84 2.93 -2.28
C 0.37 0.49 5.06
C 3.86 -1.49 0.30
C -0.77 -1.78 -1.21
C -0.61 -4.08 -1.88
C -0.82 2.32 3.43
C 4.08 0.05 -1.66
H 2.15 0.93 -2.29
H 0.99 -0.12 5.72
H 0.00 -4.88 -2.29
H -2.68 -1.12 -0.37
H 1.07 -2.65 -1.82
H -2.44 -5.13 -1.87
H -3.80 -3.32 -0.93
H 4.40 -2.15 1.01
H 1.48 1.64 0.23
H 5.71 -0.98 -0.74
H -2.49 3.75 -1.93
H -2.24 3.35 -4.35
H -0.80 1.49 -5.26
H 0.85 2.03 0.00
H 0.29 -0.09 -3.63
H 1.82 -1.86 0.99
H 1.99 0.70 3.50
H -1.54 0.39 6.17
H 4.65 0.56 -2.44
H -1.12 3.18 2.76
H -1.11 2.38 -0.29
*
```

Calculated values
Energy above the lowest of the compared OMol25 structures with the same formula, charge and spin ... 31.1 kcal/mol
Max |F| ... 4.9 eV Å⁻¹
Energy ... -69329.700 eV
Kohn-Sham gap (alpha / beta) ... 3.702 / 6.102 eV
LUMO level (alpha / beta) ... -10.1118 / -7.7088 eV
Highest occupied orbital energy (alpha / beta) ... -13.814 / -13.810 eV

=====

[7]
The following is a DFT calculation (ωB97M-V with the def2-TZVPD basis set) of C24H21FIrN5O2S3 as an isolated structure at a distorted geometry.

Geometry as ORCA input:
```
! RIJCOSX wB97M-V def2-TZVPD def2/J DEFGRID3
* xyz 0 1
Ir 0.57 -0.03 -0.29
S 1.64 0.67 2.18
S -2.33 -1.05 -0.89
S 4.54 -0.07 2.83
F 0.50 -1.90 0.12
O -3.67 -0.63 -1.17
O -1.60 -1.64 -1.98
N 2.63 -0.32 -0.47
N 0.52 2.01 -0.51
N 3.51 -0.28 0.50
N -1.42 0.27 -0.38
N 1.07 -0.13 -2.63
C 0.27 0.01 -3.66
C 1.69 -1.33 -5.04
C -1.80 -3.37 0.50
C -1.68 -4.09 1.67
C 1.53 2.85 -0.56
C 4.22 1.27 4.02
C -2.35 4.33 -0.50
C 0.10 4.77 -0.60
C 1.36 4.24 -0.60
C -1.81 1.56 -0.43
C 0.54 -0.55 -4.90
C 3.03 -0.91 -1.61
C -3.12 2.04 -0.40
C -2.61 -2.26 2.91
C -1.84 -4.29 4.16
C -3.37 3.41 -0.43
C -2.30 -2.08 0.55
C -1.01 3.90 -0.53
C 2.22 -0.85 -2.74
C -2.73 -1.53 1.74
C -0.74 2.51 -0.48
C -2.06 -3.53 2.89
C 2.54 -1.48 -3.97
C 3.21 0.09 1.70
H -0.77 -4.33 4.38
H -4.39 3.74 -0.40
H -0.07 5.84 -0.63
H -2.34 -3.80 5.00
H -2.21 -5.31 4.07
H -1.47 -3.76 -0.45
H -0.63 0.59 -3.50
H -0.14 -0.40 -5.73
H -2.91 -1.82 3.85
H 4.64 2.19 3.62
H -3.94 1.33 -0.36
H 1.90 -1.82 -5.98
H -2.57 5.39 -0.51
H 3.45 -2.06 -4.04
H 4.71 1.00 4.95
H 2.53 2.42 -0.56
H 3.15 1.37 4.16
H -3.12 -0.52 1.75
H -1.25 -5.08 1.65
H 3.97 -1.45 -1.59
H 2.24 4.87 -0.63
*
```

Calculated values
Max |F| ... 5.2 eV Å⁻¹
Energy ... -74836.161 eV
Kohn-Sham gap (alpha / beta) ... 5.875 / 5.875 eV
LUMO level (alpha / beta) ... -1.4124 / -1.4119 eV
Highest occupied orbital energy (alpha / beta) ... -7.287 / -7.287 eV

=====

[8]
The following is a DFT calculation (ωB97M-V with the def2-TZVPD basis set) of C24H21FeN8O4 as an isolated structure at a distorted geometry.

Geometry as ORCA input:
```
! RIJCOSX wB97M-V def2-TZVPD def2/J DEFGRID3
* xyz 0 2
Fe 0.56 -0.14 -0.97
O -1.06 -0.95 -1.68
O -3.14 -1.56 -1.10
O 0.57 0.51 1.18
O 1.64 -1.36 -2.17
N 3.96 2.05 -1.65
N 0.48 -1.84 0.31
N -1.22 1.31 -0.44
N 0.09 -1.69 1.59
N 0.75 3.30 -4.43
N 2.36 0.78 -0.73
N 0.62 1.20 -2.63
N 4.42 1.36 -0.58
C 0.13 -0.40 1.94
C -0.98 -1.02 4.11
C 1.76 -3.17 -3.70
C -0.42 -0.05 3.28
C -2.19 -0.80 -1.08
C 1.69 2.01 -2.69
C -1.47 0.67 5.75
C 2.71 1.67 -1.70
C 0.38 -3.10 -0.14
C 3.46 0.60 -0.04
C -2.28 0.52 -0.33
C 1.74 3.06 -3.59
C 0.80 -3.44 -1.42
C 1.38 -2.58 -2.36
C -1.24 2.49 0.19
C -0.24 -4.15 0.73
C -1.51 -0.65 5.34
C -0.38 1.28 3.69
C -0.38 1.43 -3.47
C -3.41 0.86 0.41
C -0.91 1.64 4.93
C -0.30 2.48 -4.38
C -2.32 2.91 0.94
C -3.42 2.08 1.06
H -4.27 2.38 1.65
H -1.95 -1.41 5.98
H 2.46 -3.99 -3.58
H 3.57 -0.03 0.82
H -4.23 0.15 0.46
H -1.30 -3.90 0.89
H 0.65 -4.46 -1.73
H 2.20 -2.40 -4.33
H 0.05 2.01 3.03
H -0.88 2.67 5.24
H 2.60 3.72 -3.62
H -1.11 2.67 -5.07
H 0.22 -4.17 1.71
H -1.88 0.95 6.71
H -1.01 -2.04 3.77
H -0.35 3.09 0.10
H 5.38 1.46 -0.29
H -2.28 3.87 1.44
H -0.17 -5.12 0.26
H -1.22 0.76 -3.40
H 0.87 -3.57 -4.19
*
```

Calculated values
Energy above the lowest of the compared OMol25 structures with the same formula, charge and spin ... 37.4 kcal/mol
Max |F| ... 2.3 eV Å⁻¹
Energy ... -79726.989 eV
Kohn-Sham gap (alpha / beta) ... 5.543 / 5.797 eV
LUMO level (alpha / beta) ... -0.8879 / -0.7375 eV
Highest occupied orbital energy (alpha / beta) ... -6.431 / -6.535 eV